(1)
ORCA calculation (ωB97M-V/def2-TZVPD) on the ion C4H6NO3 with charge -1 at a distorted geometry.

Geometry as XYZ:
```
14
Properties=species:S:1:pos:R:3:lowdin_charge:R:1
H 0.2598 -1.8723 -0.2057 0.108
H -0.4867 1.7242 0.3882 0.152
N -0.1587 0.0639 -0.9108 -0.135
C 0.1531 -0.7359 1.5799 -0.737
O -0.6513 2.1879 -1.5295 -0.024
O 0.2474 -1.7701 2.2755 -0.083
H 0.6741 0.4357 -2.8842 0.095
H 0.0777 -1.1469 -2.5712 0.050
H -1.2760 -1.3192 0.1250 0.103
H 1.5265 -0.6905 -1.7712 0.086
O 0.4929 0.4252 1.7840 -0.059
C -0.2618 -0.9562 0.0746 -0.129
C 0.5568 -0.3549 -2.1082 -0.044
C -0.5109 1.3267 -0.7039 -0.382
```

Calculated values
* relative energy (zero: lowest compared OMol25 entry of this formula, charge and spin): 1.392 eV
* molar mass: 116.10 g mol⁻¹
* Kohn-Sham gap: 7.96 eV
* charge: -1
* structure (SMILES): CN(C=O)CC(=O)[O-]

=====

(2)
ORCA calculation (ωB97M-V/def2-TZVPD) on the ion C4H6NO3 with charge -1 at a distorted geometry.

Geometry as XYZ:
```
14
Properties=species:S:1:pos:R:3:lowdin_charge:R:1
C -1.6952 -0.1527 -1.1715 -0.086
H 1.5981 0.5220 -1.1494 0.089
H -2.0375 -1.0542 -1.7477 0.093
H 0.8792 -1.4298 0.5961 0.134
C 0.7939 1.1385 0.7943 -0.713
N -0.2895 -0.4022 -0.9229 -0.162
O 0.0815 0.4928 1.5934 -0.064
C 0.6085 0.7878 -0.7978 -0.076
H -1.8702 0.7174 -1.7880 0.062
H -2.2940 0.1548 -0.3130 0.088
O -0.7827 -2.3876 -0.0583 -0.044
H 0.2551 1.6555 -1.3305 0.091
O 1.6357 2.0350 0.9303 -0.078
C 0.0161 -1.4498 -0.0841 -0.335
```

Calculated values
* relative energy (zero: lowest compared OMol25 entry of this formula, charge and spin): 1.228 eV
* molar mass: 116.10 g mol⁻¹
* Kohn-Sham gap: 8.07 eV
* charge: -1
* structure (SMILES): CN(C=O)CC(=O)[O-]

=====

(3)
ORCA calculation (ωB97M-V/def2-TZVPD) on a structure of composition C4H6NO4S2 at a distorted geometry.

Geometry as XYZ:
```
17
Properties=species:S:1:pos:R:3:lowdin_charge:R:1
O 1.5378 2.0228 1.1682 -0.418
N 0.0550 -0.9657 -0.5820 -0.068
H -0.2932 -0.1694 -2.5516 0.143
H -1.8858 1.6167 -1.3350 0.023
H -0.5420 -1.6923 -0.8285 0.101
O 1.4646 -1.6597 1.8880 -0.215
C -0.2616 0.1389 -1.4467 -0.293
H 1.1257 2.2508 0.3302 -0.018
O -0.6377 -1.9467 2.6614 -0.010
C -0.1184 -0.5635 0.7322 -0.589
O 2.5849 0.1610 -0.1641 -0.523
C -1.6490 0.6617 -1.0853 -0.442
H -2.2815 -0.1505 -1.4731 0.067
S 1.9755 0.2955 1.1825 1.019
S -1.6381 0.4890 0.7579 0.877
H 0.3791 0.9783 -1.1323 0.086
C 0.1846 -1.4669 1.8783 -0.739
```

Calculated values
* relative energy (zero: lowest compared OMol25 entry of this formula, charge and spin): 3.045 eV
* molar mass: 196.23 g mol⁻¹
* Kohn-Sham gap: 7.20 eV
* charge: -1

=====

(4)
ORCA calculation (ωB97M-V/def2-TZVPD) on a structure of composition C4H6NO7S2Ti at a distorted geometry.

Geometry as XYZ:
```
21
Properties=species:S:1:pos:R:3:lowdin_spin:R:1
C 0.7308 1.1060 -0.6822 -0.004
O 0.9771 -0.0648 -1.5344 -0.002
O -2.0347 1.5223 -1.7182 -0.001
H -0.7470 -1.5330 0.3537 0.000
H 3.8092 -0.9248 0.2402 0.000
C 1.7340 -1.1201 -0.8501 -0.001
O 1.7072 -2.3497 -1.4366 -0.001
S -2.1027 -1.6580 -0.0213 0.000
C 2.6467 -0.9760 0.4997 0.000
O -2.2421 -2.2641 -1.4547 0.000
N -3.0240 -0.1896 0.2224 -0.001
H 2.3306 -0.1252 1.2369 0.000
S -2.0913 1.2413 -0.1724 -0.002
O -2.7076 -2.7301 0.9651 0.000
H -0.2633 0.3766 1.3617 0.002
O -2.8419 2.4444 0.5184 0.000
C -0.3391 1.2194 0.5541 -0.027
H -0.1678 2.2625 1.1076 -0.020
H 2.5131 -1.9963 1.1041 0.000
O 1.4368 2.2260 -0.9700 0.005
Ti 0.6760 3.5332 0.6760 1.052
```

Calculated values
* molar mass: 292.09 g mol⁻¹
* Kohn-Sham gap (alpha / beta): 6.05 / 5.63 eV
* charge: 0
* spin multiplicity: 2